1.
Below is a structure of composition C2H2FO2Rb at a distorted geometry, with properties calculated with ωB97M-V/def2-TZVPD.

Spin multiplicity: 1
Energy relative to the best compared isomer or geometry (same formula, charge and spin): 73.08 kJ/mol
Kohn-Sham gap: 5.67 eV
Maximum force: 2.71 eV/A
Charge: 0

CARTESIAN COORDINATES (ANGSTROEM)
H: -1.507 -0.493 2.653
O: -1.446 0.289 0.768
C: -1.608 -0.612 1.549
C: -1.314 -2.051 1.076
O: -0.995 -2.206 -0.078
H: -1.555 -2.892 1.750
F: -0.306 0.936 -4.833
Rb: -0.714 0.053 -2.453

=====

2.
Below is an isolated molecule of C3H7NOS2 at a distorted geometry, with properties calculated with ωB97M-V/def2-TZVPD.

Spin multiplicity: 1
Energy relative to the best compared isomer or geometry (same formula, charge and spin): 128.03 kJ/mol
Kohn-Sham gap: 9.18 eV
Maximum force: 1.23 eV/A
SMILES: COCSC(N)=S
Charge: 0

CARTESIAN COORDINATES (ANGSTROEM)
C: -2.863 0.455 -0.006
C: -0.570 0.150 -0.031
C: 2.136 -0.232 -0.016
H: -3.794 -0.148 -0.137
H: -2.971 1.004 0.947
H: -2.711 1.200 -0.779
H: -0.350 0.761 -0.923
H: -0.394 0.766 0.848
H: 3.052 -2.029 0.104
H: 4.153 -0.665 0.043
N: 3.210 -1.034 -0.046
O: -1.798 -0.458 -0.017
S: 0.613 -1.202 0.009
S: 2.286 1.434 0.003

=====

3.
Below is a structure of composition C9H7O2 at a distorted geometry, with properties calculated with ωB97M-V/def2-TZVPD.

Spin multiplicity: 1
Energy relative to the best compared isomer or geometry (same formula, charge and spin): 96.82 kJ/mol
Kohn-Sham gap (spin up / spin down): 7.32 / 7.32 eV
Maximum force: 6.49 eV/A
Charge: +1

CARTESIAN COORDINATES (ANGSTROEM)
C: 2.853 -0.608 0.649
C: 1.910 -0.440 1.649
C: 2.487 -0.538 -0.683
C: 0.581 -0.210 1.324
C: 1.178 -0.344 -1.044
C: 0.199 -0.007 0.005
C: -3.310 0.806 0.094
C: -3.016 0.855 -1.280
C: -1.040 0.209 -0.464
O: -2.357 0.439 0.870
O: -1.669 0.545 -1.451
H: 3.942 -0.866 0.815
H: 2.237 -0.596 2.753
H: 3.238 -0.902 -1.482
H: -0.304 -0.187 1.924
H: 1.028 -0.418 -2.117
H: -4.223 1.051 0.400
H: -3.734 1.212 -1.962